Here is a molecular structure, C32H47GeI2N5OSi3Tb in a non-equilibrium geometry from OMol25. Energies are from wB97M-V/def2-TZVPD.

Its expectation value of S² is 16.59. The calculation puts the highest occupied orbital energy (alpha / beta) at -0.4674 / -0.4610 hartree. The value obtained for the frontier orbital gap (alpha / beta) is 6.38 / 7.14 eV. The spin multiplicity is 8. Its largest force on an atom is 2.34 eV Å⁻¹. The electronic energy is -5961.50837 hartree. As for the net charge: +2.

Geometry as XYZ:
```
92
Properties=species:S:1:pos:R:3:lowdin_charge:R:1
Tb 0.90117 -0.43291 -0.37753 1.609
I 4.32425 -4.66179 -5.23277 0.900
C 3.85363 -2.90107 -4.17520 -0.728
C 4.67628 -2.29845 -3.26999 -0.211
C 4.21010 -1.23194 -2.53104 -0.620
I 5.42559 -0.42666 -1.00159 0.954
C 2.92802 -0.74644 -2.65546 -0.441
O 2.39309 0.15491 -1.78785 -0.377
C 2.06850 -1.31317 -3.61441 -0.148
C 0.59445 -0.92457 -3.62804 -0.130
N -0.14241 -1.46254 -2.46931 -0.146
C -0.10968 -2.94987 -2.36207 -0.108
C 1.05660 -3.51409 -1.61095 -0.260
C 1.47408 -4.79709 -1.86756 -0.006
C 2.53824 -5.38898 -1.19049 0.011
C 3.16053 -4.64544 -0.15618 0.003
C 2.69147 -3.34117 0.05072 -0.113
N 1.66443 -2.78506 -0.63546 -0.027
C 2.58454 -2.36456 -4.41990 -0.107
H 5.69901 -2.72127 -3.10418 0.118
H 0.10223 -1.38350 -4.47522 0.130
H 0.49287 0.14294 -3.61988 0.101
H -1.09281 -1.13675 -2.55152 0.071
H -0.14018 -3.38701 -3.34500 0.131
H -1.03287 -3.16035 -1.81297 0.130
H 0.99804 -5.32564 -2.67927 0.130
H 2.90751 -6.41024 -1.41090 0.139
H 4.00730 -4.94881 0.43233 0.116
H 3.19009 -2.71331 0.76521 0.099
H 1.89180 -2.68634 -5.24602 0.126
N 2.58885 0.32379 2.96444 0.142
C 1.68139 -0.71031 3.04670 -0.273
C 1.52819 -1.28195 4.33361 0.019
C 0.68315 -2.34581 4.48916 -0.023
C 0.01430 -2.86244 3.37819 -0.052
C 0.25936 -2.33889 2.16048 -0.150
N 1.07021 -1.22954 1.95840 -0.033
C 2.71800 1.36038 1.99326 -0.299
C 3.70008 2.29775 2.26960 0.026
C 3.85596 3.39622 1.38670 -0.011
C 3.06983 3.54692 0.27496 -0.017
C 2.14809 2.51818 0.09309 -0.141
N 1.97733 1.41571 0.88797 -0.006
H 3.08951 0.60797 3.78536 0.141
H 1.95847 -0.89675 5.21984 0.117
H 0.49617 -2.76410 5.49158 0.141
H -0.69084 -3.72734 3.44621 0.143
H -0.07386 -2.73305 1.22570 0.083
H 4.31155 2.19097 3.14586 0.122
H 4.64084 4.08955 1.61787 0.121
H 3.13140 4.40487 -0.44674 0.151
H 1.55542 2.54754 -0.78225 0.067
C -0.68228 4.33365 -0.22305 -0.221
Si -1.76791 3.05158 -1.12702 0.276
C -3.41641 3.86263 -1.50400 -0.209
C -0.82098 2.62327 -2.73246 -0.214
Ge -1.99810 1.21833 0.33662 0.629
Si -2.11417 2.16259 2.60769 0.286
C -2.51061 0.84477 3.86580 -0.215
C -0.63228 3.07440 3.31171 -0.200
C -3.50842 3.29772 2.31369 -0.230
Si -3.73068 -0.36509 -0.22009 0.295
C -3.87540 -0.29804 -2.09668 -0.208
C -3.51079 -2.08655 0.45400 -0.217
C -5.23095 0.35989 0.63883 -0.204
H -0.09028 4.86535 -0.98408 0.042
H 0.06954 3.96178 0.48014 -0.010
H -1.22813 5.12097 0.29044 0.038
H -3.12888 4.75514 -2.07611 0.044
H -4.01832 4.24001 -0.63417 0.048
H -4.02911 3.26804 -2.16530 0.017
H -0.56338 3.52019 -3.29504 0.041
H -1.46031 1.91797 -3.34275 0.050
H 0.15458 2.25608 -2.39961 -0.015
H -1.71462 0.09305 3.88001 0.011
H -3.49265 0.34926 3.67383 0.039
H -2.59133 1.39681 4.82129 0.048
H 0.22695 2.39523 3.38202 0.009
H -0.81696 3.42570 4.36899 0.065
H -0.48549 3.98419 2.69168 0.028
H -4.56131 2.87957 2.25565 0.065
H -3.30620 3.94242 1.46237 0.001
H -3.59947 3.94499 3.19687 0.052
H -3.94014 0.78959 -2.37053 0.032
H -4.73833 -0.79097 -2.48002 0.026
H -2.99197 -0.63300 -2.68839 0.015
H -2.94230 -2.79541 -0.18636 0.024
H -4.51498 -2.47711 0.64723 0.043
H -2.96954 -2.06802 1.40947 0.017
H -5.26324 1.45208 0.48808 0.031
H -5.12458 0.24385 1.69372 0.014
H -6.10987 -0.16547 0.29802 0.042
```

---

Here is 9 unconnected molecules or ions with the total composition C32H48BN8 in a non-equilibrium geometry from OMol25. Energies are from wB97M-V/def2-TZVPD.

The calculation puts the highest occupied orbital energy at -0.2125 hartree. The value obtained for the frontier orbital gap is 8.45 eV. The spin multiplicity is 1. Its largest force on an atom is 1.33 eV Å⁻¹. The electronic energy is -1711.04388 hartree. As for the net charge: -1.

Geometry as XYZ:
```
89
Properties=species:S:1:pos:R:3:lowdin_charge:R:1
B 0.10935 0.05749 0.42160 -0.407
H -0.39798 -0.66977 1.19499 -0.033
H -0.68753 0.91038 0.18964 -0.012
H 1.11967 0.53706 0.82115 0.022
H 0.28273 -0.55729 -0.59211 0.023
C 3.37951 -1.53872 -4.69945 -0.105
C 3.30212 -2.40010 -3.46211 -0.251
C 1.99588 -2.18510 -2.69786 -0.201
C 0.79956 -2.72384 -3.34864 -0.237
N -0.13049 -3.13114 -3.88692 0.143
H 3.24650 -0.48607 -4.43658 0.074
H 2.61727 -1.75192 -5.45219 0.075
H 4.34130 -1.62700 -5.20810 0.069
H 4.08635 -2.16049 -2.73876 0.093
H 3.44281 -3.47381 -3.60907 0.114
H 1.81966 -1.11092 -2.56224 0.107
H 1.97513 -2.54431 -1.66566 0.101
C -1.05465 3.56293 1.64488 -0.090
C -1.99725 4.56597 0.99553 -0.257
C -1.37311 5.74050 0.21612 -0.182
C -0.52628 6.56128 1.08561 -0.237
N 0.09842 7.19206 1.81384 0.132
H -1.51684 2.58257 1.76920 0.054
H -0.75328 3.92028 2.62896 0.080
H -0.15058 3.33259 1.07697 0.068
H -2.60597 5.03820 1.77736 0.106
H -2.78662 4.09618 0.40298 0.096
H -2.14715 6.35490 -0.23644 0.117
H -0.69992 5.30330 -0.52602 0.088
N -0.39545 -3.22132 1.04572 0.021
C -0.64334 -4.14321 0.07351 -0.141
C -0.37998 -5.38695 0.59770 -0.115
C 0.04867 -5.19731 1.94036 -0.117
C 0.00245 -3.84703 2.18900 -0.157
H -0.47058 -2.21704 0.92750 0.063
H -0.97851 -3.85637 -0.91028 0.099
H -0.50628 -6.30230 0.04271 0.083
H 0.34830 -5.97711 2.62072 0.082
H 0.31610 -3.24855 3.03020 0.108
N -2.91873 -0.39580 1.31654 0.017
C -3.69014 0.06837 2.34615 -0.162
C -4.87727 -0.61241 2.33239 -0.121
C -4.78042 -1.61210 1.32370 -0.105
C -3.59692 -1.39032 0.66985 -0.140
H -1.98674 -0.06331 1.08588 0.050
H -3.35842 0.87043 2.98624 0.099
H -5.72132 -0.36498 2.95627 0.083
H -5.55869 -2.29420 1.02445 0.084
H -3.07650 -1.91119 -0.11873 0.110
N 0.73829 2.39156 -1.45364 0.027
C -0.12176 3.25769 -2.04147 -0.177
C 0.54775 4.04264 -2.93693 -0.105
C 1.90565 3.59052 -2.90397 -0.113
C 1.96634 2.51551 -2.06269 -0.126
H 0.45577 1.75798 -0.70972 0.031
H -1.15361 3.26995 -1.72304 0.106
H 0.11568 4.78146 -3.58995 0.087
H 2.69921 4.01775 -3.49586 0.083
H 2.71839 1.78971 -1.79925 0.090
N -2.08428 0.52097 -1.99897 0.022
C -3.26853 1.08532 -1.63276 -0.169
C -4.18325 0.87618 -2.63102 -0.111
C -3.51587 0.13031 -3.64301 -0.117
C -2.21349 -0.02193 -3.25096 -0.130
H -1.23280 0.44462 -1.45440 0.054
H -3.36081 1.61618 -0.69867 0.099
H -5.23318 1.11578 -2.64304 0.083
H -3.92678 -0.23002 -4.57245 0.083
H -1.38022 -0.54337 -3.69264 0.089
N 0.48439 0.02319 3.48462 0.014
C -0.44113 -0.16715 4.47294 -0.144
C 0.18489 -0.03308 5.68782 -0.120
C 1.56221 0.17147 5.41253 -0.128
C 1.72266 0.17016 4.05154 -0.140
H 0.32735 -0.18699 2.49859 0.040
H -1.45459 -0.41767 4.20048 0.095
H -0.30074 -0.13064 6.64465 0.082
H 2.36882 0.29564 6.11781 0.082
H 2.59599 0.34761 3.44594 0.105
N 2.95812 -1.38992 0.50000 0.026
C 3.29183 -2.61526 1.02459 -0.127
C 4.60880 -2.85698 0.75531 -0.114
C 5.12827 -1.72915 0.05668 -0.117
C 4.07853 -0.86143 -0.07856 -0.162
H 2.03179 -0.98309 0.42401 0.049
H 2.54482 -3.15729 1.58188 0.093
H 5.15607 -3.73042 1.07149 0.085
H 6.12011 -1.58923 -0.33825 0.085
H 3.99449 0.13897 -0.47621 0.099
```